Entry 1:
Density functional theory data (ωB97M-V/def2-TZVPD) for a cluster of 2 separate species, C14H33Cl2N3O5PS in total.

```
! wB97M-V def2-TZVPD RIJCOSX def2/J DEFGRID3
* xyz -1 1
C -1.5421 5.0138 2.3054
C -1.1972 4.0456 1.1463
C -1.0550 2.6257 1.7764
O -0.0292 1.9520 1.0984
P 1.0790 2.9911 0.2809
C 2.4911 1.7022 0.1235
C 3.1589 1.3179 1.4301
C 2.2848 0.4881 2.3610
C 3.1232 -0.4195 3.2496
N 3.6746 -1.5631 2.4640
C 3.1669 -2.8247 2.8239
N 2.8907 -3.6330 1.9030
N 3.0198 -3.1255 4.2160
C 0.3047 2.4817 -1.4154
C -0.2730 1.0902 -1.4910
C -0.3247 0.5668 -2.9397
C -0.9875 -0.8004 -2.8813
S -1.3225 -1.4897 -4.5191
O -0.5820 -2.6837 -4.7208
O -1.1599 -0.4775 -5.4883
O -2.8746 -1.9163 -4.4464
O -0.0543 4.3565 0.4961
H -2.1992 5.7952 1.9344
H -2.1162 4.4586 3.0364
H -0.6424 5.4141 2.7492
H -2.1157 4.0308 0.5446
H -1.9284 1.9777 1.6834
H -0.8056 2.6994 2.8412
H 1.8814 3.9402 -0.4677
H 1.6568 3.3460 1.5758
H 3.2482 2.1710 -0.4958
H 2.2226 0.7756 -0.3867
H 3.5673 2.1711 1.9606
H 4.0186 0.6925 1.1788
H 1.7477 1.1691 3.0150
H 1.5241 -0.0483 1.8100
H 2.5189 -0.7305 4.0949
H 3.9564 0.1748 3.6008
H 4.6762 -1.5605 2.6153
H 2.5424 -4.5113 2.2860
H 2.7969 -4.1090 4.3064
H 2.2183 -2.6224 4.5817
H -0.4914 3.1970 -1.5955
H 1.0706 2.6605 -2.1672
H -1.2886 1.0585 -1.1097
H 0.2901 0.3569 -0.9221
H 0.7021 0.3952 -3.2409
H -0.8484 1.2392 -3.5989
H -1.9388 -0.6722 -2.3718
H -0.3772 -1.5170 -2.3530
H -3.1068 -1.9000 -3.4984
Cl -6.4478 -4.0379 -2.2078
C -5.1376 -5.0036 -2.9347
C -3.9656 -5.1660 -2.0020
Cl -3.1032 -3.6322 -1.7349
H -4.8401 -4.5218 -3.8629
H -5.5553 -5.9812 -3.1697
H -3.2471 -5.8600 -2.4351
H -4.2747 -5.5475 -1.0323
*
```

* E_LUMO: 2.11 eV
* HOMO level: -4.02 eV
* frontier orbital gap: 6.136 eV
* ΔE to the lowest compared entry with this formula, charge and spin: 0.0 kcal per mole

***

Entry 2:
Density functional theory data (ωB97M-V/def2-TZVPD) for the ion C4H12NS2 with charge +1.

```
! wB97M-V def2-TZVPD RIJCOSX def2/J DEFGRID3
* xyz 1 1
C 1.7632 -0.4033 -2.7053
S 0.0350 0.2397 -2.6742
S -0.9284 -1.2466 -1.5317
C -0.3341 -1.0556 0.1874
C -0.9646 0.1473 0.9902
C -0.5050 0.0687 2.4419
N -0.5837 1.4376 0.3811
H 1.8350 -1.1986 -1.9705
H 1.9286 -0.8229 -3.6952
H 2.5265 0.3524 -2.5344
H -0.6576 -1.9781 0.6711
H 0.7556 -1.0867 0.2308
H -2.0359 0.0286 0.9319
H -1.0979 0.8067 3.0014
H -0.7834 -0.8746 2.9055
H 0.5504 0.2811 2.5987
H -1.3197 2.1374 0.5016
H -0.3787 1.3706 -0.6677
H 0.1948 1.7965 0.9372
*
```

* E_LUMO: -3.30 eV
* SMILES: CSSC[C@@H](C)[NH3+]
* HOMO level: -12.74 eV
* frontier orbital gap: 9.432 eV
* ΔE to the lowest compared entry with this formula, charge and spin: 1.3 kcal per mole

***

Entry 3:
Density functional theory data (ωB97M-V/def2-TZVPD) for the molecule C3H6N2S.

```
! wB97M-V def2-TZVPD RIJCOSX def2/J DEFGRID3
* xyz 0 1
C -1.2645 0.8159 -0.4037
C -0.4708 1.6791 0.4227
C -0.3145 -1.2109 0.1367
N -1.2602 -0.5205 -0.4422
N 2.1023 -0.8350 -0.6552
S 1.3138 -0.4335 0.6314
H -1.9104 1.4069 -1.1272
H -0.4044 2.6409 0.1425
H -0.3210 1.3665 1.5446
H -0.5568 -1.9537 0.9987
H 0.0315 -2.0766 -0.5438
H 3.0550 -0.8791 -0.7045
*
```

* E_LUMO (alpha / beta): -1.00 / -0.22 eV
* HOMO level (alpha / beta): -8.03 / -8.43 eV
* frontier orbital gap (alpha / beta): 7.030 / 8.213 eV
* ΔE to the lowest compared entry with this formula, charge and spin: 121.1 kcal per mole

***

Entry 4:
Density functional theory data (ωB97M-V/def2-TZVPD) for a cluster of 2 separate species, C2H2Cl6 in total.

```
! wB97M-V def2-TZVPD RIJCOSX def2/J DEFGRID3
* xyz 0 1
Cl 2.1635 1.0459 2.0751
C 1.5670 -0.5881 1.7690
Cl 2.4516 -1.3353 0.4100
Cl -0.1517 -0.5412 1.4579
H 1.7369 -1.2057 2.6412
Cl -1.5067 1.7273 -2.9236
C -1.5160 0.5969 -1.5603
Cl -0.3282 -0.7217 -1.7778
Cl -3.1515 -0.0938 -1.4465
H -1.2650 1.1156 -0.6451
*
```

* E_LUMO: 0.58 eV
* SMILES: ClC(Cl)Cl.ClC(Cl)Cl
* HOMO level: -11.01 eV
* frontier orbital gap: 11.582 eV
* ΔE to the lowest compared entry with this formula, charge and spin: 3.6 kcal per mole

***

Entry 5:
Density functional theory data (ωB97M-V/def2-TZVPD) for a cluster of 3 separate species, C2H4INO2 in total.

```
! wB97M-V def2-TZVPD RIJCOSX def2/J DEFGRID3
* xyz 0 3
C 0.3994 -0.9655 -0.6786
C -1.0438 2.3149 0.2817
N -1.7954 1.3191 0.4376
O 1.0662 -0.3333 -1.3177
O -0.2748 -1.6050 0.0343
I 3.0108 -3.8932 -0.7410
H -0.7324 2.9801 1.0309
H -0.4507 2.2771 -0.7102
H 1.9519 -3.3770 0.2473
H -2.1312 1.2828 1.4156
*
```

* <S²>: 2.006
* E_LUMO (alpha / beta): 0.52 / -2.84 eV
* HOMO level (alpha / beta): -5.89 / -10.21 eV
* frontier orbital gap (alpha / beta): 6.410 / 7.371 eV
* ΔE to the lowest compared entry with this formula, charge and spin: 63.1 kcal per mole

***

Entry 6:
Density functional theory data (ωB97M-V/def2-TZVPD) for a structure of composition C3H2FNO2.

```
! wB97M-V def2-TZVPD RIJCOSX def2/J DEFGRID3
* xyz 0 1
C 0.1932 0.8560 0.1238
C -0.4299 -0.9903 -0.5087
C 0.2807 -1.1132 0.6472
H -0.4431 2.3986 -0.5473
H -1.3336 -1.5621 -0.8996
N -0.5350 0.3695 -0.8580
O 0.4610 2.1502 0.0423
O 0.8289 0.0227 0.9296
F 0.9778 -2.1313 1.0706
*
```

* E_LUMO: 0.51 eV
* HOMO level: -8.88 eV
* frontier orbital gap: 9.390 eV
* ΔE to the lowest compared entry with this formula, charge and spin: 39.1 kcal per mole

***

Entry 7:
Density functional theory data (ωB97M-V/def2-TZVPD) for a cluster of 5 separate species, CH12O4S2 in total.

```
! wB97M-V def2-TZVPD RIJCOSX def2/J DEFGRID3
* xyz 0 1
C -2.1247 -1.7313 -0.5311
S -0.7283 -2.8366 -0.8465
S -0.3874 -2.4216 -2.8317
H -2.0087 -1.4907 0.5380
H -3.0552 -2.2251 -0.6984
H -1.9747 -0.8322 -1.0410
H -0.2618 -3.6876 -3.2301
O 2.4521 2.4627 2.8511
H 1.7062 2.5285 3.4352
H 3.2097 2.7454 3.3780
O -1.8354 1.5392 -0.2686
H -0.8885 1.7155 -0.4142
H -2.1520 2.3314 0.1665
O 0.9308 1.6982 -0.7765
H 1.7029 2.0621 -1.2165
H 1.3283 1.1455 -0.0920
O 1.6375 -0.7421 0.3725
H 1.3960 -0.8824 1.2830
H 1.0531 -1.3789 -0.0778
*
```

* E_LUMO: 0.50 eV
* SMILES: CSS.O.O.O.O
* HOMO level: -8.57 eV
* frontier orbital gap: 9.078 eV
* ΔE to the lowest compared entry with this formula, charge and spin: 13.5 kcal per mole

***

Entry 8:
Density functional theory data (ωB97M-V/def2-TZVPD) for a structure of composition C4H9N2O2.

```
! wB97M-V def2-TZVPD RIJCOSX def2/J DEFGRID3
* xyz -1 1
C 0.2287 -0.0211 -0.7124
N -0.6948 -0.3132 0.3070
C -2.0432 -0.5233 -0.0243
O -2.7144 -0.6278 1.0248
O -2.3202 -0.6337 -1.2372
C 1.6796 -0.5148 -0.4375
N 1.9611 0.6705 0.9367
C 2.8667 1.6032 0.3036
H -0.0950 -0.5270 -1.6129
H 0.2903 1.0952 -0.7632
H -0.6611 0.2271 1.1523
H 2.4700 -0.1694 -1.1207
H 1.6401 -1.5800 -0.4859
H 2.1557 -0.4801 0.6952
H 3.9566 1.3042 0.1858
H 2.7751 2.5211 0.8973
H 2.4904 1.9362 -0.7305
*
```

* E_LUMO: 3.49 eV
* HOMO level: -3.92 eV
* frontier orbital gap: 7.413 eV
* ΔE to the lowest compared entry with this formula, charge and spin: 108.6 kcal per mole

***

Entry 9:
Density functional theory data (ωB97M-V/def2-TZVPD) for a structure of composition C50H51F5N6O4RuS.

```
! wB97M-V def2-TZVPD RIJCOSX def2/J DEFGRID3
* xyz -1 2
Ru 0.9628 0.4845 0.1322
C -2.3433 -4.0133 3.0182
C -2.1737 -2.5151 3.2994
C -2.5700 -2.2171 4.7504
C -2.9871 -1.6694 2.3462
C -4.3316 -1.9707 2.2158
C -5.1514 -1.2892 1.3357
C -4.6185 -0.2621 0.5766
C -3.2918 0.1074 0.7004
C -2.7870 1.3606 0.0372
C -3.1556 2.5414 0.9399
C -3.3453 1.5703 -1.3688
C -2.4425 -0.5867 1.5959
N -1.1342 -0.2187 1.7153
C -0.6004 -0.0229 2.9303
O -1.2203 0.3593 3.9209
C 0.8577 -0.3388 3.0011
C 1.4289 -0.5776 4.2384
C 2.7504 -1.0001 4.3114
C 3.4490 -1.1651 3.1217
C 2.8179 -0.9115 1.9144
N 1.5309 -0.5150 1.8520
C 3.5080 -1.2929 0.6387
O 4.7118 -1.5624 0.6337
N 2.7008 -1.3808 -0.4294
C 3.0030 -2.3481 -1.3671
C 3.0033 -3.7046 -0.9264
C 3.3216 -4.7247 -1.8022
C 3.6523 -4.4638 -3.1180
C 3.6563 -3.1543 -3.5501
C 3.3367 -2.0898 -2.7151
C 3.4208 -0.7328 -3.3834
C 2.1933 -0.5717 -4.2879
C 3.5690 0.4630 -2.4555
C 2.6905 -4.0978 0.5014
C 3.9572 -4.6144 1.1945
C 1.5730 -5.1451 0.5672
H -1.6530 -4.5792 3.6432
H -3.3528 -4.3448 3.2542
H -2.1402 -4.2382 1.9727
H -1.1125 -2.2760 3.1771
H -3.6326 -2.3980 4.9070
H -2.0083 -2.8584 5.4292
H -2.3546 -1.1764 4.9816
H -4.7573 -2.7607 2.8190
H -6.1977 -1.5532 1.2519
H -5.2656 0.2772 -0.0989
H -1.6896 1.2993 -0.0209
H -4.2196 2.5168 1.1709
H -2.5938 2.4992 1.8693
H -2.9367 3.4781 0.4355
H -4.3837 1.8952 -1.3410
H -2.7666 2.3333 -1.8860
H -3.2798 0.6481 -1.9403
H 0.8198 -0.4015 5.1113
H 3.2142 -1.2011 5.2660
H 4.4763 -1.4976 3.0935
H 3.3251 -5.7466 -1.4506
H 3.9135 -5.2696 -3.7896
H 3.9378 -2.9450 -4.5741
H 4.3109 -0.7536 -4.0284
H 1.2890 -0.7524 -3.7142
H 2.1505 0.4346 -4.6980
H 2.2217 -1.2878 -5.1073
H 2.6518 0.6243 -1.8888
H 4.3882 0.3101 -1.7566
H 3.7605 1.3641 -3.0359
H 2.3424 -3.2200 1.0511
H 4.3329 -5.5092 0.6992
H 4.7306 -3.8495 1.1610
H 3.7441 -4.8567 2.2357
H 1.9165 -6.1170 0.2187
H 1.2313 -5.2573 1.5956
H 0.7330 -4.8365 -0.0511
C -3.2763 7.2930 -0.8599
C -2.2121 6.2665 -1.1119
C -1.5886 5.6364 -0.0398
C -0.6059 4.6861 -0.2519
C -0.2280 4.3763 -1.5446
C -0.8025 5.0242 -2.6215
C -1.7973 5.9608 -2.4032
S 1.0820 3.1662 -1.7739
O 2.0532 3.4282 -0.7391
O 1.5686 3.2670 -3.1282
N 0.4582 1.6760 -1.4603
C -0.3157 1.0447 -2.4002
C -0.7428 1.6200 -3.6066
C -1.4736 0.8718 -4.5072
C -1.8212 -0.4415 -4.2384
C -1.4165 -1.0584 -3.0403
C -1.7076 -2.3946 -2.7089
C -1.2109 -2.9149 -1.5101
C -0.4711 -2.1205 -0.6678
N -0.2137 -0.8226 -0.9312
C -0.6578 -0.2996 -2.1104
H -3.8839 7.0209 0.0025
H -3.9266 7.4093 -1.7246
H -2.8045 8.2557 -0.6552
H -1.8929 5.8796 0.9677
H -0.1170 4.1960 0.5793
H -0.4633 4.7963 -3.6185
H -2.2483 6.4690 -3.2428
H -0.4543 2.6245 -3.8535
H -1.7788 1.3200 -5.4409
H -2.4010 -1.0103 -4.9503
H -2.2952 -3.0006 -3.3806
H -1.4106 -3.9433 -1.2454
H -0.0759 -2.5000 0.2646
N 3.6219 1.8647 0.8821
C 2.5388 1.6001 0.5403
H 4.4367 2.4256 0.9923
F 2.2529 3.5148 2.8467
C 0.9281 3.6570 2.4951
F 0.4926 2.3876 2.1153
C 0.1469 4.1106 3.7056
F -1.1753 4.0590 3.4847
F 0.3673 3.4680 4.8770
F 0.4337 5.4070 3.9667
*
```

* <S²>: 0.754
* E_LUMO (alpha / beta): 2.13 / -0.01 eV
* HOMO level (alpha / beta): -4.45 / -4.45 eV
* frontier orbital gap (alpha / beta): 6.580 / 4.443 eV

***

Entry 10:
Density functional theory data (ωB97M-V/def2-TZVPD) for a structure of composition C18H26AsN2ORh.

```
! wB97M-V def2-TZVPD RIJCOSX def2/J DEFGRID3
* xyz 2 5
Rh -0.0027 0.0013 0.0551
C -1.6273 3.4143 -2.3749
C -0.7147 2.7691 -1.3813
O -1.0535 1.6959 -0.8117
N 0.4511 3.3720 -1.1369
C 1.3957 2.9283 -0.1292
C 2.3970 1.9004 -0.5953
C 3.5446 2.2579 -1.2726
C 4.4735 1.2827 -1.5977
C 4.2407 -0.0233 -1.1947
C 3.0711 -0.3077 -0.5255
N 2.1381 0.6245 -0.2642
H -2.6523 3.3264 -2.0191
H -1.5353 2.8671 -3.3175
H -1.3822 4.4580 -2.5553
H 0.6425 4.2164 -1.6554
H 0.8283 2.5505 0.7339
H 1.9275 3.8039 0.2351
H 3.7232 3.2905 -1.5238
H 5.3745 1.5408 -2.1348
H 4.9530 -0.8061 -1.3874
H 2.8352 -1.3136 -0.2124
C -0.8186 1.3781 3.4978
As 0.0768 -0.0520 2.5335
C -0.6615 -1.6447 3.3645
C 1.8851 0.0443 3.2351
H -0.6421 1.1881 4.5585
H -1.8848 1.3504 3.2760
H -0.3937 2.3407 3.2087
H -0.6282 -1.5091 4.4492
H -0.0680 -2.5185 3.0933
H -1.6934 -1.7942 3.0437
H 1.8373 0.0092 4.3256
H 2.3564 0.9680 2.9019
H 2.4536 -0.8106 2.8721
C -0.5177 -1.8252 -1.2494
C -1.7751 -2.4445 -1.2310
C -2.7900 -2.1568 -2.2147
C -3.8720 -2.9769 -2.3537
C -4.0414 -4.0864 -1.5092
C -3.1255 -4.3292 -0.4730
C -2.0464 -3.5186 -0.3142
H -0.2347 -1.3236 -2.1799
H 0.2941 -2.3823 -0.7660
H -2.6412 -1.3192 -2.8790
H -4.6036 -2.7804 -3.1183
H -4.8828 -4.7488 -1.6480
H -3.2806 -5.1737 0.1763
H -1.3302 -3.7328 0.4657
*
```

* <S²>: 6.031
* E_LUMO (alpha / beta): -5.47 / -8.80 eV
* HOMO level (alpha / beta): -13.54 / -15.37 eV
* frontier orbital gap (alpha / beta): 8.062 / 6.575 eV
* ΔE to the lowest compared entry with this formula, charge and spin: 0.0 kcal per mole

***

Entry 11:
Density functional theory data (ωB97M-V/def2-TZVPD) for a cluster of 2 separate species, C4H12NOS in total.

```
! wB97M-V def2-TZVPD RIJCOSX def2/J DEFGRID3
* xyz -1 1
C 0.3806 2.3888 -0.5170
O -0.6313 2.1881 0.4369
C 1.7803 1.9063 -0.1052
N 2.1448 0.6451 -0.7757
H 0.1425 1.9040 -1.4780
H 0.4244 3.4670 -0.6775
H 2.5145 2.6299 -0.4607
H 1.8289 1.8324 0.9770
H 3.0994 0.3987 -0.5270
H 1.5178 -0.0787 -0.4495
C -1.3207 -3.3757 -0.2614
C -1.4527 -1.8682 -0.3749
S -0.4063 -0.9902 0.8417
H -1.5943 -3.6841 0.7409
H -0.3058 -3.7017 -0.4522
H -1.9751 -3.9002 -0.9779
H -1.1455 -1.5320 -1.3625
H -2.4987 -1.5967 -0.2549
H -0.6072 1.2473 0.7623
*
```

* E_LUMO: 4.04 eV
* HOMO level: -2.96 eV
* frontier orbital gap: 7.007 eV
* ΔE to the lowest compared entry with this formula, charge and spin: 8.0 kcal per mole

***

Entry 12:
Density functional theory data (ωB97M-V/def2-TZVPD) for a structure of composition C25H40Br6O13S.

```
! wB97M-V def2-TZVPD RIJCOSX def2/J DEFGRID3
* xyz 0 1
O -4.4866 7.1647 5.8131
C -5.0594 6.6718 6.8003
O -5.9139 5.6407 6.7222
C -6.2274 5.1412 8.0891
C -5.8725 6.3981 8.9378
C -4.7025 6.9878 8.2476
H -5.5131 4.3344 8.2531
H -7.2335 4.7227 8.1161
H -5.7341 6.0402 9.9580
H -6.7049 7.1016 8.9258
H -3.8331 6.4308 8.5970
H -4.5103 8.0589 8.3099
O -0.3738 10.3317 5.6263
C 0.5539 9.8231 6.2819
O 1.6127 9.2387 5.6604
C 2.6501 8.9610 6.6348
C 1.8890 8.7154 7.9330
C 0.7119 9.6597 7.8195
H 3.2848 9.8170 6.8640
H 3.3165 8.1603 6.3141
H 2.4921 8.9801 8.8015
H 1.5779 7.6716 7.8890
H 0.9173 10.6197 8.2931
H -0.2372 9.2065 8.1057
O -7.4001 8.9018 3.7330
C -6.6294 9.2765 4.5825
O -5.3131 9.0803 4.4313
C -4.6019 9.4504 5.5745
C -5.6863 9.4315 6.6831
C -6.9212 9.9299 5.9160
H -4.1567 10.4368 5.4450
H -3.8417 8.6890 5.7488
H -5.4989 10.1331 7.4960
H -5.7456 8.4199 7.0846
H -7.0429 10.9986 5.7398
H -7.8231 9.5168 6.3678
O -3.0683 2.7550 7.3382
C -2.6561 3.7951 6.8625
O -3.3428 4.9529 7.0148
C -2.5171 6.1069 6.5478
C -1.3069 5.5515 5.8154
C -1.2749 4.0994 6.2877
H -2.2234 6.6086 7.4699
H -3.0519 6.7695 5.8674
H -0.3807 6.0432 6.1128
H -1.3012 5.6330 4.7285
H -0.4498 3.9618 6.9866
H -1.1282 3.3552 5.5048
O -5.2610 6.3551 12.1119
C -4.9892 7.3955 11.5023
O -3.7418 7.7861 11.1711
C -3.7324 9.1428 10.7945
C -5.1485 9.5676 10.4573
C -6.0219 8.4993 11.1797
H -3.1733 9.3589 9.8841
H -3.3985 9.7590 11.6293
H -5.3006 9.6167 9.3791
H -5.1944 10.5670 10.8899
H -6.7975 7.9860 10.6113
H -6.3423 8.9535 12.1173
O -3.9860 13.6635 5.7088
S -5.0725 12.7554 5.9799
O -5.6893 12.0142 4.8880
O -4.6918 11.7467 7.2845
C -3.8753 12.1843 8.3757
C -2.4086 12.3199 8.0661
C -6.4314 13.6859 6.7772
H -3.9867 11.5386 9.2467
H -4.2738 13.1624 8.6454
H -1.8818 11.3927 7.8406
H -1.8625 12.7604 8.9003
H -2.1405 12.9957 7.2540
H -7.0259 14.2595 6.0662
H -5.9849 14.2894 7.5675
H -7.1658 13.0072 7.2109
C -1.9346 9.2314 8.0255
Br -3.9623 9.4768 7.7877
Br -1.4812 7.4103 8.6200
Br -1.0973 10.5675 9.1698
H -1.5409 9.3761 7.0194
C -0.8930 6.0215 10.4418
Br -2.4520 6.8012 11.3640
Br -1.4890 4.3882 9.3924
Br 0.6196 5.5991 11.6883
H -0.5181 6.7600 9.7331
*
```

* E_LUMO: -0.49 eV
* HOMO level: -7.54 eV
* frontier orbital gap: 7.046 eV
* ΔE to the lowest compared entry with this formula, charge and spin: 624.1 kcal per mole